No. 1
C43H44ClCrN4OPS4Te as an isolated structure in a non-equilibrium geometry. Source: the OMol25 dataset; level of theory: the ωB97M-V functional and the def2-TZVPD basis.

Output
lowest unoccupied orbital energy (spin up / spin down)	-4.2656 / -3.0465	eV
energy relative to the best compared isomer or geometry (same formula, charge and spin)	9.9	kcal per mole
calculated total energy	-154178.384	eV
spin multiplicity	4
charge	+1
HOMO-LUMO gap (spin up / spin down)	0.234 / 0.279	Ha

```
100
Properties=species:S:1:pos:R:3:forces:R:3
Cr -0.3183 0.4187 0.3997 0.710 -0.408 -0.395
S 2.1505 -0.2049 0.2945 -0.065 0.171 -0.563
C 1.7293 -0.2534 1.9349 -0.155 -0.068 0.182
N 0.4380 -0.0779 2.1610 0.580 -0.057 0.191
C 0.1407 -0.0619 3.4951 -0.220 0.093 1.076
C -1.1347 0.0881 4.0269 0.146 -0.004 -0.098
C -1.2763 0.1090 5.3987 0.001 -0.012 -0.059
C -0.1629 -0.0079 6.2285 0.020 -0.018 0.071
C 1.1106 -0.1652 5.7096 0.009 -0.035 0.041
C 1.2621 -0.2015 4.3332 -0.295 0.037 -0.421
S 2.7161 -0.3859 3.3647 -0.582 0.035 -0.307
H -1.9742 0.1975 3.3537 -0.126 0.052 0.035
H -2.2585 0.2210 5.8299 -0.086 0.034 0.080
H -0.2986 0.0241 7.2989 0.029 -0.005 0.072
H 1.9631 -0.2527 6.3629 0.104 -0.029 0.098
C 2.0451 3.4436 -0.8999 0.004 -0.229 -0.022
Te 0.9324 2.7665 0.8458 0.139 1.110 -0.551
C -0.2736 4.4843 0.3147 -0.212 -0.193 0.048
C 0.6927 5.4473 -0.3091 0.218 -0.107 0.020
C 0.4812 6.8157 -0.2816 0.020 0.010 0.018
C 1.4145 7.6768 -0.8358 -0.067 0.019 0.044
C 2.5631 7.1706 -1.4164 0.068 -0.051 -0.034
C 2.7783 5.8012 -1.4524 0.009 0.007 0.011
C 1.8464 4.9347 -0.9026 -0.144 0.009 0.163
H 1.6231 2.9774 -1.7959 0.012 -0.048 0.200
H 3.0980 3.1690 -0.8174 -0.184 -0.094 0.107
H -0.7647 4.9069 1.1901 0.030 -0.136 0.010
H -1.0372 4.1519 -0.3946 0.058 -0.071 0.146
H -0.4032 7.2081 0.1959 -0.125 0.078 0.053
H 1.2540 8.7427 -0.7877 -0.015 0.097 -0.021
H 3.3057 7.8416 -1.8200 0.053 0.044 -0.067
H 3.6845 5.4097 -1.8887 0.113 -0.052 -0.071
C -2.2746 -6.8032 -1.2172 -0.144 0.084 0.108
C -3.3703 -5.8434 -0.7290 0.032 -0.144 -0.025
C -3.4499 -4.6664 -1.7049 0.023 -0.075 0.176
C -4.7118 -6.5847 -0.8104 0.208 0.179 0.071
C -3.0628 -5.4103 0.7502 0.019 0.630 -0.197
O -3.0156 -6.5412 1.6015 0.027 -0.198 0.200
C -4.0110 -4.3363 1.3290 0.152 -0.434 -0.241
C -5.3993 -4.7709 1.8536 0.129 0.149 -0.059
C -6.3534 -3.6437 1.5711 -0.150 -0.050 0.063
C -6.3593 -2.5083 2.3721 -0.055 -0.093 -0.091
C -7.1035 -1.3965 2.0276 -0.139 0.036 -0.051
C -7.8644 -1.4228 0.8701 0.106 -0.073 0.064
Cl -8.7176 0.0122 0.3921 -0.164 0.029 0.014
C -7.9261 -2.5646 0.0882 -0.010 0.221 -0.037
C -7.1612 -3.6624 0.4411 -0.022 -0.021 0.073
C -1.6009 -4.8888 0.9192 -0.424 -1.152 0.427
N -1.2496 -3.6159 0.3571 -0.118 1.275 0.372
C -1.3930 -2.3953 0.8709 0.070 0.041 0.059
N -0.8174 -1.5027 0.0700 -0.017 -0.480 0.240
C -0.3352 -2.2561 -0.9515 -0.093 -0.243 -0.041
N -0.5800 -3.5257 -0.7921 0.619 -0.271 -1.048
H -2.6118 -7.3111 -2.1165 -0.024 -0.052 -0.125
H -2.0574 -7.5575 -0.4643 0.072 -0.097 0.021
H -1.3637 -6.2679 -1.4714 0.150 0.017 -0.023
H -3.7292 -5.0505 -2.6831 -0.030 -0.038 -0.144
H -2.4949 -4.1642 -1.8155 -0.023 0.059 -0.067
H -4.2002 -3.9365 -1.4136 -0.124 0.071 -0.047
H -4.8448 -6.9731 -1.8168 0.012 -0.053 -0.098
H -5.5364 -5.9083 -0.6152 -0.167 -0.015 0.021
H -4.7547 -7.4344 -0.1320 -0.124 -0.133 0.064
H -3.8768 -6.9734 1.6021 0.053 0.043 0.006
H -4.1494 -3.5706 0.5699 -0.004 -0.060 0.153
H -3.4966 -3.8637 2.1670 0.056 0.129 0.062
H -5.3543 -4.9671 2.9260 0.040 -0.059 -0.030
H -5.7565 -5.6745 1.3699 -0.024 -0.097 0.018
H -5.7669 -2.4937 3.2754 0.111 0.030 0.134
H -7.0935 -0.5126 2.6460 -0.037 0.069 0.001
H -8.5533 -2.5900 -0.7910 -0.019 0.033 -0.048
H -7.2037 -4.5473 -0.1781 0.008 -0.066 -0.050
H -0.9310 -5.6321 0.4892 0.083 0.213 0.115
H -1.4269 -4.8516 1.9976 0.041 0.033 -0.132
H -1.8941 -2.1635 1.7892 -0.049 -0.094 0.189
H 0.1950 -1.8471 -1.7935 0.033 -0.085 -0.044
S -3.9761 -1.3571 -0.3226 -0.255 0.589 -0.069
P -3.9898 0.6019 -0.3730 -0.236 -0.854 0.007
S -2.0903 1.4808 -0.4673 -0.009 0.714 0.034
C -4.7422 1.3234 1.1247 0.234 -0.191 -0.484
C -4.5538 0.6454 2.3210 0.129 0.036 0.044
C -5.1091 1.1367 3.4866 0.031 0.020 0.031
C -5.8848 2.2839 3.4443 -0.115 0.037 0.048
C -6.1031 2.9367 2.2422 -0.062 0.167 -0.007
C -5.5166 2.4755 1.0763 0.137 -0.117 0.002
C -4.9180 1.2186 -1.8009 0.342 -0.103 0.402
C -4.4515 2.1861 -2.6761 -0.026 0.034 0.122
C -5.2482 2.5666 -3.7417 0.037 0.076 -0.117
C -6.4877 1.9776 -3.9329 0.045 0.033 -0.079
C -6.9351 0.9889 -3.0699 -0.027 0.037 -0.005
C -6.1515 0.6075 -1.9986 -0.048 0.013 0.006
H -3.9955 -0.2820 2.3166 -0.015 -0.079 0.001
H -4.9728 0.6138 4.4215 0.045 -0.066 0.098
H -6.3395 2.6574 4.3495 -0.054 0.043 0.065
H -6.7400 3.8071 2.2060 -0.025 0.114 0.040
H -5.6616 2.9990 0.1413 -0.080 -0.007 -0.052
H -3.4794 2.6341 -2.5273 0.034 0.055 -0.019
H -4.8881 3.3171 -4.4284 -0.021 0.085 -0.085
H -7.1012 2.2846 -4.7663 -0.054 0.005 -0.083
H -7.8880 0.5112 -3.2360 -0.121 -0.019 0.014
H -6.4832 -0.1644 -1.3185 -0.016 -0.057 -0.021
```
Forces are in eV/Å.

These are the Mulliken partial charges, in e, on atoms 1 to 5: number 1, Cr, carries 0.416; number 2, S, carries -0.260; number 3, C, carries 0.168; number 4, N, carries 0.484; number 5, C, carries -1.138

***

No. 2
C43H44GeN2NaO2P2S2Se as an isolated structure. Source: the OMol25 dataset; level of theory: the ωB97M-V functional and the def2-TZVPD basis.

Output
lowest unoccupied orbital energy	1.3984	eV
calculated total energy	-218911.723	eV
spin multiplicity	1
charge	-1
HOMO-LUMO gap	0.189	Ha

```
98
Properties=species:S:1:pos:R:3:forces:R:3
Na -0.0291 0.0367 -0.0458 0.106 -0.114 0.056
S -0.8544 2.3500 -1.7123 -0.062 -0.081 0.152
P -1.8315 2.4079 0.0724 -0.099 -0.069 -0.329
C -1.1350 1.5829 1.3166 0.004 0.377 0.342
P -1.7214 0.4581 2.3695 -0.096 -0.293 -0.134
S -1.4934 -1.5206 1.9065 -0.025 0.156 -0.029
C -0.8830 0.6734 3.9871 0.028 0.020 0.040
C 0.0372 1.7014 4.1481 0.017 0.005 0.053
C 0.7163 1.8573 5.3535 -0.039 -0.006 -0.057
C 0.4699 0.9860 6.4038 -0.005 -0.007 0.017
C -0.4571 -0.0402 6.2482 -0.007 -0.015 -0.013
C -1.1275 -0.1976 5.0452 0.079 0.056 0.032
C -3.4789 0.6978 2.8710 0.001 0.014 0.029
C -3.8231 1.8746 3.5364 -0.045 -0.025 -0.002
C -5.1400 2.1329 3.8837 0.037 -0.017 0.018
C -6.1343 1.2156 3.5634 0.001 -0.004 -0.017
C -5.8007 0.0478 2.8942 0.011 0.018 -0.009
C -4.4786 -0.2113 2.5518 -0.005 0.003 0.032
C -3.5622 1.8696 -0.2701 -0.007 0.008 -0.010
C -3.7536 0.6761 -0.9659 -0.056 0.013 -0.007
C -5.0264 0.1633 -1.1613 0.028 0.030 -0.013
C -6.1359 0.8425 -0.6704 0.019 -0.005 0.003
C -5.9569 2.0277 0.0254 0.026 -0.017 0.018
C -4.6782 2.5339 0.2292 -0.028 0.005 -0.015
C -2.0994 4.1835 0.4548 0.045 0.051 0.009
C -2.5458 5.0780 -0.5158 0.009 0.024 0.026
C -2.7846 6.4037 -0.1888 0.004 -0.014 -0.004
C -2.5646 6.8533 1.1096 0.000 -0.007 -0.002
C -2.1055 5.9713 2.0760 0.012 -0.022 -0.008
C -1.8779 4.6386 1.7469 -0.012 0.036 -0.031
H 0.2198 2.3518 3.2977 -0.006 0.002 0.015
H 1.4373 2.6590 5.4687 0.005 0.000 -0.002
H 0.9987 1.1012 7.3429 0.000 0.002 0.006
H -0.6470 -0.7260 7.0654 0.001 0.002 0.008
H -1.8241 -1.0153 4.9069 -0.018 -0.016 -0.006
H -3.0496 2.5943 3.7798 0.012 0.009 0.001
H -5.3914 3.0497 4.4039 -0.002 0.004 -0.003
H -7.1655 1.4159 3.8297 -0.002 0.002 0.000
H -6.5731 -0.6642 2.6285 -0.007 -0.004 0.001
H -4.2038 -1.1243 2.0372 -0.002 0.006 -0.001
H -2.8905 0.1610 -1.3728 0.010 -0.003 0.013
H -5.1550 -0.7660 -1.7046 -0.003 -0.004 0.001
H -7.1320 0.4439 -0.8231 0.000 0.000 -0.001
H -6.8116 2.5574 0.4286 -0.011 0.000 0.000
H -4.5556 3.4555 0.7853 0.006 -0.014 0.003
H -2.6921 4.7235 -1.5293 -0.003 -0.001 -0.001
H -3.1367 7.0927 -0.9475 0.001 0.004 -0.002
H -2.7456 7.8914 1.3619 0.000 0.003 0.002
H -1.9218 6.3189 3.0858 -0.006 -0.001 0.005
H -1.5162 3.9241 2.4782 0.009 0.005 0.019
O 7.2201 3.3829 -2.2340 -0.162 0.030 -0.166
C 6.2337 3.4911 -1.3026 0.368 -0.320 0.338
O 6.3619 4.2575 -0.3875 -0.122 0.038 -0.262
C 5.0929 2.5433 -1.4484 -0.128 0.159 -0.122
C 3.8767 2.8805 -0.8587 -0.037 0.025 -0.007
C 2.8001 2.0186 -0.9199 -0.023 0.005 0.035
C 2.9354 0.7974 -1.5802 0.004 0.040 0.002
C 4.1536 0.4427 -2.1531 0.026 0.002 0.007
C 5.2248 1.3198 -2.0943 0.020 -0.064 0.011
N 1.8266 -0.0707 -1.5952 0.183 0.005 -0.035
C 1.5238 -0.6685 -2.6659 0.009 -0.030 -0.111
C 0.3752 -1.5952 -2.7268 -0.066 -0.034 -0.011
C 0.0754 -2.2639 -3.9035 0.005 -0.009 -0.026
C -1.0216 -3.1141 -3.9191 -0.007 -0.007 -0.011
C -1.7716 -3.2577 -2.7669 -0.005 0.008 0.002
C -1.3997 -2.5401 -1.6330 0.035 0.041 0.024
N -0.3495 -1.7318 -1.6152 -0.039 -0.072 -0.089
H 6.9251 2.7977 -2.9472 0.050 0.156 0.156
H 3.7905 3.8283 -0.3452 -0.007 0.004 0.004
H 1.8388 2.2806 -0.4900 0.013 0.000 -0.003
H 4.2730 -0.5351 -2.6032 -0.003 0.007 0.004
H 6.1811 1.0000 -2.4944 -0.017 -0.005 -0.004
H 2.0767 -0.5102 -3.5989 -0.023 0.014 0.019
H 0.6829 -2.1127 -4.7867 0.000 0.000 0.002
H -1.2885 -3.6481 -4.8220 0.004 -0.002 -0.001
H -2.6381 -3.9037 -2.7360 -0.004 -0.001 -0.005
H -1.9573 -2.5927 -0.7027 -0.003 -0.012 0.009
C 5.5515 0.7494 1.4056 0.027 -0.039 0.029
Ge 4.7387 1.3443 3.0822 0.038 -0.004 -0.012
C 6.1704 1.7445 4.3703 -0.011 -0.004 0.006
C 3.6471 2.9360 2.7957 -0.024 0.020 -0.008
C 3.5979 -0.0816 3.7915 0.021 0.066 -0.021
Se 2.1017 -0.5204 2.6041 -0.065 -0.080 0.067
C 2.9394 -1.9831 1.6395 0.032 -0.011 -0.015
H 6.2185 1.5184 1.0138 0.002 0.008 0.027
H 4.7769 0.5571 0.6632 -0.015 -0.022 0.002
H 6.1277 -0.1657 1.5575 -0.005 0.003 0.010
H 6.8014 2.5560 4.0045 -0.006 -0.002 -0.013
H 6.8000 0.8685 4.5348 -0.003 0.001 -0.005
H 5.7489 2.0467 5.3302 -0.004 0.000 0.000
H 4.1886 3.6755 2.2035 0.016 -0.012 0.013
H 3.3781 3.3891 3.7516 -0.007 -0.005 -0.010
H 2.7280 2.6691 2.2704 0.000 -0.003 -0.001
H 3.1357 0.2361 4.7271 -0.005 0.006 0.001
H 4.1480 -1.0010 3.9966 0.006 -0.007 -0.020
H 3.7927 -1.6449 1.0530 -0.009 0.002 0.002
H 2.1715 -2.3787 0.9754 0.008 -0.003 -0.011
H 3.2429 -2.7639 2.3352 0.012 -0.001 -0.007
```
Forces are in eV/Å.

These are the Mulliken partial charges, in e, on atoms 1 to 5: number 1, Na, carries 0.569; number 2, S, carries -0.582; number 3, P, carries 1.675; number 4, C, carries -0.599; number 5, P, carries 1.343

***

No. 3
A 8-piece molecular cluster, C43H45BrClN7O2 overall in a non-equilibrium geometry. Source: the OMol25 dataset; level of theory: the ωB97M-V functional and the def2-TZVPD basis.

Output
lowest unoccupied orbital energy	-2.6459	eV
calculated total energy	-142391.435	eV
spin multiplicity	1
SMILES	C#CCCCc1cc2c(cc1Br)C(=O)C(Cl)=CC2=O.c1cc[nH]c1.c1cc[nH]c1.c1cc[nH]c1.c1cc[nH]c1.c1cc[nH]c1.c1cc[nH]c1.c1cc[nH]c1
HOMO-LUMO gap	0.199	Ha

```
99
Properties=species:S:1:pos:R:3:forces:R:3
C -4.2271 -0.3826 2.3264 2.788 -4.453 -8.342
C -3.8504 -0.9164 1.0568 -2.223 1.917 9.239
C -3.3718 -2.0077 -0.1126 -0.905 1.651 -0.678
C -1.8346 -1.7796 -0.6324 0.412 -0.801 -0.251
C -0.7326 -1.4959 0.5470 1.234 -0.025 -0.603
C 0.1620 -0.2000 0.0679 2.460 2.707 -1.017
C 1.3778 -0.4865 -1.0123 -0.420 3.582 1.040
C 2.3051 0.7383 -1.5991 -2.141 0.499 1.631
C 2.0400 2.3068 -1.1132 -1.641 -2.553 0.831
C 0.8608 2.6415 0.0032 1.138 -3.764 -1.711
C -0.0483 1.3539 0.5596 2.666 -0.318 -2.446
Br -1.4742 1.8346 1.9136 1.937 -0.667 -1.783
C 2.9895 3.4603 -1.7898 0.679 3.615 3.032
O 3.3336 4.5426 -1.0817 -2.134 -6.373 -4.712
C 3.4744 3.1907 -3.3651 0.187 -4.347 0.338
Cl 3.6442 4.6491 -4.5143 -0.426 -2.437 1.852
C 3.7263 1.7665 -3.7870 -0.746 3.522 1.162
C 3.5142 0.4897 -2.7276 1.715 -3.742 0.174
O 4.2281 -0.6557 -2.8055 -4.869 7.668 -0.004
H -4.4553 -0.0704 3.4559 0.620 -0.585 -3.283
H -3.5722 -3.1215 0.1867 0.430 2.373 -0.020
H -4.0811 -1.7851 -1.0452 1.510 -0.521 2.056
H -1.7130 -0.9499 -1.4634 -0.659 -1.582 1.870
H -1.5060 -2.7986 -1.1606 -0.850 2.204 1.090
H 0.0193 -2.4224 0.5660 -1.537 2.149 -0.005
H -1.1672 -1.4169 1.6305 0.663 0.291 -2.235
H 1.5443 -1.6064 -1.3567 -0.205 2.703 0.738
H 0.6745 3.7633 0.3665 0.395 -2.941 -0.852
H 4.0367 1.5482 -4.9056 -0.402 0.396 2.746
N 2.5435 7.2738 0.0975 -0.097 0.113 0.011
C 1.7289 7.9417 0.9745 0.053 0.037 0.003
C 2.2072 9.2262 1.1057 -0.317 -0.174 0.155
C 3.3470 9.3388 0.2742 0.233 -0.137 -0.253
C 3.5300 8.1195 -0.3387 0.002 -0.019 0.013
H 2.4334 6.3084 -0.1843 0.195 0.285 0.056
H 0.8818 7.4465 1.4300 0.139 0.116 -0.044
H 1.7806 9.9991 1.7318 0.062 -0.140 -0.101
H 3.9671 10.2152 0.1367 -0.098 -0.160 0.014
H 4.2766 7.7817 -1.0451 -0.118 0.057 0.148
N 2.1509 1.9540 -6.8940 -0.042 0.022 0.011
C 1.4110 2.1681 -8.0277 -0.008 0.009 -0.085
C 1.1629 0.9457 -8.6111 -0.076 0.376 -0.021
C 1.7695 -0.0408 -7.7974 0.201 -0.109 0.317
C 2.3699 0.6095 -6.7426 0.005 -0.133 -0.054
H 2.4826 2.6752 -6.2667 -0.178 -0.189 -0.239
H 1.1265 3.1693 -8.3222 0.047 -0.191 0.024
H 0.6042 0.7821 -9.5235 0.096 0.047 0.164
H 1.7679 -1.1104 -7.9627 0.016 0.190 0.048
H 2.9339 0.2316 -5.9003 -0.183 -0.106 -0.254
N 6.2799 -2.3453 0.4277 -0.041 -0.095 0.006
C 5.5400 -2.1313 -0.7060 0.035 0.141 0.074
C 5.2918 -3.3536 -1.2894 -0.132 0.392 -0.054
C 5.8985 -4.3401 -0.4757 0.208 -0.096 0.358
C 6.4989 -3.6899 0.5790 0.069 -0.120 0.039
H 6.6116 -1.6241 1.0550 -0.143 -0.296 -0.262
H 5.2555 -1.1300 -1.0005 0.119 -0.360 0.106
H 4.7332 -3.5173 -2.2018 0.108 0.082 0.143
H 5.8969 -5.4098 -0.6410 0.017 0.179 0.049
H 7.0629 -4.0677 1.4214 -0.094 0.028 -0.168
N -6.9897 -2.7652 2.6497 0.016 -0.075 -0.021
C -6.9262 -3.3247 3.8993 -0.072 -0.011 -0.072
C -6.3659 -4.5766 3.7771 -0.135 0.189 0.385
C -6.0759 -4.7768 2.4063 -0.009 0.116 -0.409
C -6.4687 -3.6414 1.7335 -0.045 0.021 0.012
H -7.3620 -1.8488 2.4370 0.224 -0.331 0.036
H -7.2855 -2.7862 4.7659 0.016 -0.189 -0.127
H -6.1844 -5.2702 4.5878 0.021 0.124 -0.109
H -5.6282 -5.6545 1.9582 -0.060 0.138 0.081
H -6.4232 -3.3833 0.6839 -0.003 -0.059 0.185
N -7.5713 -7.8612 3.9354 0.029 -0.050 0.010
C -7.5078 -8.4207 5.1849 -0.025 -0.042 0.027
C -6.9475 -9.6726 5.0627 -0.118 0.226 0.289
C -6.6575 -9.8728 3.6919 0.015 0.124 -0.360
C -7.0503 -8.7374 3.0192 -0.008 -0.032 -0.026
H -7.9436 -6.9448 3.7226 0.184 -0.274 0.052
H -7.8672 -7.8821 6.0516 0.059 -0.125 -0.131
H -6.7660 -10.3662 5.8735 -0.033 0.135 -0.129
H -6.2098 -10.7504 3.2439 -0.077 0.162 0.064
H -7.0049 -8.4792 1.9696 -0.012 -0.075 0.177
N 6.8371 5.5840 -4.3422 0.113 0.032 0.047
C 7.8235 4.8807 -4.9835 0.051 0.010 -0.047
C 8.9865 5.6142 -4.9087 -0.110 -0.358 -0.146
C 8.6926 6.7988 -4.1920 -0.255 0.232 0.200
C 7.3591 6.7526 -3.8518 0.042 0.048 -0.016
H 5.8749 5.2867 -4.2453 0.466 0.132 0.000
H 7.6135 3.9219 -5.4382 0.070 0.160 0.058
H 9.9435 5.3266 -5.3242 -0.172 0.033 0.069
H 9.3798 7.5990 -3.9495 -0.133 -0.134 -0.032
H 6.7384 7.4501 -3.3053 0.134 -0.099 -0.094
N -6.1376 -0.6346 6.4698 -0.047 0.011 -0.006
C -5.0487 -1.4346 6.2397 0.222 -0.099 -0.120
C -4.0551 -1.0638 7.1179 -0.074 -0.224 -0.292
C -4.5647 -0.0069 7.9095 -0.322 0.253 0.089
C -5.8535 0.2356 7.4899 0.031 0.128 0.099
H -7.0140 -0.6800 5.9662 0.342 0.032 0.247
H -5.0736 -2.1960 5.4717 0.060 0.098 0.141
H -3.0700 -1.5074 7.1824 -0.184 0.055 -0.025
H -4.0475 0.5200 8.7009 -0.116 -0.085 -0.134
H -6.5903 0.9519 7.8281 0.158 -0.114 -0.036
```
Forces are in eV/Å.

These are the Mulliken partial charges, in e, on atoms 1 to 5: number 1, C, carries -0.354; number 2, C, carries -0.238; number 3, C, carries -0.281; number 4, C, carries -0.514; number 5, C, carries -0.616

***

Q: The lowest calculated total energy belongs to which entry?
A: C43H44GeN2NaO2P2S2Se